No. 1
{
  "formula": "C9H28ClN2O13P",
  "method": "the ωB97M-V functional and the def2-TZVPD basis",
  "multiplicity": 1,
  "relative_energy_kcal_mol": 196.86,
  "smiles": "N=P(O)(O)C1=CC(=O)C(Cl)=C(C[C@@H](O)CN)C1=O.O.O.O.O.O.O.O.O",
  "mol_weight_g_mol": 438.8,
  "lumo_ev": -3.06,
  "orbital_gap_ha": 0.2436,
  "elements": ["Cl", "P", "O", "O", "O", "O", "O", "O", "O", "O", "O", "O", "O", "O", "O", "N", "N", "C", "C", "C", "C", "C", "C", "C", "C", "C", "H", "H", "H", "H", "H", "H", "H", "H", "H", "H", "H", "H", "H", "H", "H", "H", "H", "H", "H", "H", "H", "H", "H", "H", "H", "H", "H", "H"],
  "xyz": [[-3.557, -2.446, -0.404], [2.195, 1.435, -1.123], [-0.576, -3.496, -1.795], [5.700, -2.862, -2.212], [-3.825, 0.766, -1.186], [-2.129, 0.370, 4.090], [3.013, 1.678, 0.434], [3.192, -0.235, 2.889], [-2.002, 1.315, 7.137], [0.069, 1.255, 1.384], [4.728, -6.328, -2.002], [3.592, 4.819, -1.253], [1.527, 2.954, -1.665], [0.676, 3.589, -4.537], [2.959, -3.601, -1.761], [3.316, 0.958, -2.230], [-6.415, 1.446, 1.156], [-0.271, 0.412, 0.405], [-1.704, -0.404, 0.370], [-5.624, 0.322, 0.517], [0.641, -1.136, -1.622], [-0.580, -2.237, -1.329], [-1.852, -1.671, -0.453], [0.817, 0.130, -0.828], [-2.981, 0.220, 1.240], [-4.095, 0.944, 0.253], [3.969, 1.924, 0.214], [1.352, -1.386, -2.527], [-7.252, 1.619, 0.557], [-1.318, 0.728, 3.697], [2.938, 4.158, -1.523], [-3.481, -0.596, 1.949], [2.361, 0.187, 2.624], [3.185, -4.543, -1.753], [1.014, 3.054, -3.804], [-4.052, 2.117, 0.457], [3.017, 0.021, -2.580], [5.038, -6.265, -2.918], [-1.809, -0.234, 4.776], [3.592, -0.512, 2.051], [-6.180, 0.060, -0.498], [-2.614, 0.684, 7.543], [4.415, 4.516, -1.666], [1.104, 3.449, -0.895], [2.100, -3.563, -1.314], [-6.668, 1.118, 2.115], [5.888, -2.371, -1.398], [-5.600, -0.676, 1.148], [-3.504, 1.612, -1.619], [-2.561, 1.053, 1.982], [-2.439, 1.566, 6.310], [1.154, 4.428, -4.455], [4.756, -3.072, -2.145], [4.779, -7.274, -1.802]],
  "atomic_forces_ev_per_a": [[3.2263, 0.9256, -0.3276], [3.5086, -0.6888, -1.1099], [0.4336, 8.1674, 2.8260], [0.0065, 0.1857, 0.2616], [0.5905, 1.2156, 0.5121], [0.3831, -0.1489, 0.3466], [-1.1274, 0.3337, -3.3832], [-0.1848, -0.1215, -0.3407], [-0.4062, -0.2602, -0.1248], [-2.2163, -4.8100, -5.7818], [-0.0274, -0.3202, -0.2979], [0.2840, -0.2775, -0.1273], [0.1009, -2.1369, 3.0950], [0.2175, 0.1444, 0.2602], [-0.4294, -0.2260, 0.1985], [-3.2332, 0.4441, 2.1803], [-0.3698, -1.6934, 0.1025], [1.3160, 1.9030, 2.7520], [-0.5726, -2.4636, -1.4586], [0.2454, 0.3922, -0.7275], [0.1637, 2.9329, 1.7492], [-1.0832, -4.3069, -1.2758], [1.0129, 3.9499, 2.0667], [-2.5546, -3.3317, -0.3754], [1.0281, 0.2889, 0.1675], [-0.4027, 0.1213, -0.3726], [-1.7377, -0.4674, 0.1018], [-1.5480, 0.3502, 2.0874], [0.8049, -0.2621, 1.2681], [-0.1359, -0.0594, 0.0879], [0.2898, 0.2518, -0.1097], [1.2672, 1.6223, -1.8554], [0.3185, 0.0048, 0.0339], [0.1202, -0.0162, -0.0252], [-0.0577, 0.2012, -0.2360], [-0.5060, -2.7081, -0.0914], [0.5207, 0.8949, 0.2181], [-0.0289, 0.1053, 0.3109], [-0.0600, 0.2265, -0.1138], [-0.1470, 0.1573, 0.3021], [1.7729, 0.4768, 1.8926], [0.2293, 0.2640, -0.0667], [-0.2591, 0.1914, 0.1107], [0.5399, -0.7762, -1.1595], [0.2562, -0.0302, -0.2014], [-0.2219, 0.7591, -1.3022], [-0.0523, -0.2153, -0.3568], [0.0962, 2.1508, -1.1170], [-0.6172, -1.5003, 1.1861], [-0.8369, -1.9765, -1.9318], [0.1761, -0.0565, 0.1326], [-0.1616, -0.3132, -0.0619], [0.1390, 0.1512, 0.0779], [-0.0702, 0.3547, 0.0037]],
  "mulliken_charge": [-0.14, 1.17, -0.54, -0.62, -0.53, -0.63, -0.49, -0.64, -0.64, -0.61, -0.62, -0.64, -0.57, -0.66, -0.66, -0.79, -0.59, 0.03, 0.11, -0.53, -0.46, 0.09, 0.38, 0.61, -0.74, 0.22, 0.33, 0.30, 0.24, 0.31, 0.36, 0.32, 0.31, 0.30, 0.32, 0.31, 0.22, 0.32, 0.31, 0.31, 0.27, 0.31, 0.33, 0.35, 0.32, 0.23, 0.30, 0.28, 0.31, 0.17, 0.33, 0.32, 0.39, 0.29]
}



No. 2
{
  "formula": "C9H29FN7O5",
  "method": "the ωB97M-V functional and the def2-TZVPD basis",
  "multiplicity": 1,
  "relative_energy_kcal_mol": 37.94,
  "mol_weight_g_mol": 334.4,
  "charge": -1,
  "lumo_ev": 2.55,
  "orbital_gap_ha": 0.2835,
  "elements": ["F", "O", "O", "O", "O", "O", "N", "N", "N", "N", "N", "N", "N", "C", "C", "C", "C", "C", "C", "C", "C", "C", "H", "H", "H", "H", "H", "H", "H", "H", "H", "H", "H", "H", "H", "H", "H", "H", "H", "H", "H", "H", "H", "H", "H", "H", "H", "H", "H", "H", "H"],
  "xyz": [[-0.773, -1.251, -0.830], [-5.113, 3.030, -3.074], [-0.912, -0.394, 5.332], [-2.415, -4.688, -5.988], [2.239, -5.217, -0.199], [1.576, 6.090, 2.111], [2.488, 2.950, 0.736], [-3.702, 2.163, -1.531], [-0.907, -1.727, 3.590], [-1.164, -3.185, -5.073], [-2.633, -3.925, -3.861], [-1.971, 0.050, 3.365], [-3.804, 1.286, -3.501], [3.174, 3.761, 2.888], [-4.309, 2.216, -2.713], [1.259, 7.530, 1.861], [-1.243, -0.688, 4.214], [-2.136, -3.962, -5.051], [2.098, 5.235, 1.120], [1.874, -6.556, 0.105], [3.045, -7.485, -0.332], [2.109, 3.820, 1.788], [-3.244, 0.539, -3.115], [1.055, -6.882, -0.536], [3.236, 2.399, 1.130], [2.071, 8.097, 1.405], [3.127, 5.441, 0.824], [0.458, 7.429, 1.129], [1.717, 2.328, 0.542], [3.426, 2.767, 3.258], [-1.038, -1.636, 2.593], [-4.200, 1.242, -4.429], [1.507, 5.130, 0.210], [4.045, 4.374, 2.656], [3.974, -7.158, 0.136], [-0.498, -3.287, -5.825], [-2.068, -3.407, -3.202], [2.890, 4.327, 3.776], [-3.313, -4.620, -3.587], [0.824, 7.918, 2.782], [-0.179, -2.364, 3.880], [3.054, -7.366, -1.415], [2.793, -8.541, -0.231], [-2.940, 1.500, -1.515], [-2.103, -0.339, 2.442], [-1.027, -2.615, -4.251], [1.601, -6.687, 1.152], [1.479, -4.631, -0.186], [1.178, 3.649, 2.327], [-2.580, 0.743, 3.774], [-4.029, 2.598, -0.680]],
  "atomic_forces_ev_per_a": [[-0.2747, -0.0646, -0.0219], [-1.7419, 1.3087, -0.3659], [-0.0197, 0.7048, 2.1220], [-1.1751, -1.0378, -0.8568], [0.3819, -0.3324, 0.1359], [0.0992, 2.1236, 0.6152], [-0.0386, -1.4644, -0.4007], [1.0560, -0.1241, 2.3011], [2.5567, -6.4642, -3.5756], [6.6471, 5.3714, -1.4002], [-3.3959, -0.8204, 4.0549], [-1.6741, 2.4380, -0.2813], [0.5204, -1.9048, -2.4231], [0.0089, 1.4257, 0.9431], [0.1749, 0.7012, 0.4186], [-0.4876, -3.0092, -0.9708], [-0.5412, 3.2172, 1.6554], [-2.1833, -3.9980, -2.1228], [-0.5425, -0.8597, 1.2293], [0.5647, -0.6852, -0.7581], [-1.1648, 0.9856, -0.2934], [1.0398, 2.2319, 1.0034], [-0.2118, -0.0473, -0.5111], [-0.4919, 0.1551, 0.2101], [0.0310, -0.5460, -0.5794], [0.2095, -0.0050, 0.4409], [0.1835, 0.3541, 0.0236], [-0.1824, 0.6938, -0.1889], [0.0969, -0.3262, -0.4184], [0.0548, -0.1134, -0.4029], [0.4537, -1.0117, -0.0324], [0.3239, -0.2877, 0.2384], [-0.3793, 0.4026, -0.0810], [0.5355, -0.6008, -0.6886], [0.0399, -0.3932, -0.1309], [-0.0972, 0.5168, 0.3314], [-0.9166, -0.5866, 0.7826], [-0.7187, -0.1460, 0.1528], [0.1943, 0.4209, 0.1898], [0.5249, 0.0379, -0.0511], [-0.1545, 0.4185, 0.2073], [0.6540, 0.2618, -0.0626], [0.1718, 0.0213, 0.7002], [-0.0448, 0.2417, 0.9678], [-0.6646, 0.7798, 0.1626], [1.0045, 0.2926, -0.7301], [0.0238, 0.0670, 0.1316], [-0.2023, -0.0061, 0.0453], [-0.4602, -0.2337, -0.6433], [0.1316, -0.0694, -0.5385], [0.0806, -0.0339, -0.5333]],
  "mulliken_charge": [-0.96, -0.65, -0.67, -0.73, -0.53, -0.28, -0.68, -0.34, -0.35, -0.35, -0.37, -0.39, -0.40, -1.56, 0.62, -0.74, 0.61, 0.69, -0.70, -0.20, -0.99, 0.49, 0.20, 0.25, 0.24, 0.28, 0.31, 0.30, 0.29, 0.44, 0.16, 0.20, 0.33, 0.35, 0.28, 0.21, 0.16, 0.38, 0.21, 0.23, 0.23, 0.26, 0.34, 0.18, 0.18, 0.17, 0.28, 0.31, 0.30, 0.21, 0.19]
}



No. 3
{
  "formula": "C9H29N6NiO9",
  "method": "the ωB97M-V functional and the def2-TZVPD basis",
  "multiplicity": 3,
  "mol_weight_g_mol": 424.1,
  "charge": 1,
  "lumo_ev": [-5.99, -6.91],
  "orbital_gap_ha": [0.1782, 0.1443],
  "elements": ["Ni", "O", "O", "O", "O", "O", "O", "O", "O", "O", "N", "N", "N", "N", "N", "N", "C", "C", "C", "C", "C", "C", "C", "C", "C", "H", "H", "H", "H", "H", "H", "H", "H", "H", "H", "H", "H", "H", "H", "H", "H", "H", "H", "H", "H", "H", "H", "H", "H", "H", "H", "H", "H", "H"],
  "xyz": [[-1.250, -1.296, 2.107], [2.667, -2.114, 0.642], [-1.224, 5.195, 0.360], [-2.232, 0.554, 2.478], [-0.178, -0.312, 0.626], [-2.907, -1.719, 0.809], [5.034, 0.660, -2.934], [-0.581, -0.595, -1.564], [0.708, 1.071, -0.870], [2.098, -5.021, -2.283], [-4.439, -3.002, -0.069], [1.590, -2.830, -1.939], [4.335, -1.126, 1.869], [0.270, -3.996, -3.031], [-3.290, -1.857, -1.386], [2.557, -0.082, 1.547], [1.370, -4.033, -2.412], [4.019, 0.030, -2.192], [-0.840, 3.609, -1.241], [-0.088, 0.058, -0.627], [-3.464, -2.184, -0.137], [-1.237, 3.849, 0.182], [-2.584, 2.523, 3.724], [-1.589, 1.530, 3.175], [3.154, -1.171, 1.281], [-3.200, 2.015, 4.466], [-0.904, 1.143, 3.930], [5.658, 0.940, -2.260], [-2.209, 3.476, 4.098], [-2.159, 3.310, 0.400], [-3.765, -2.261, -2.181], [-2.449, -1.340, -1.600], [4.930, -1.940, 1.823], [3.120, 0.249, -2.769], [1.619, -0.042, 1.174], [0.038, -4.921, -3.365], [2.771, 0.461, 2.371], [2.198, -2.601, -1.165], [4.707, -0.391, 2.453], [-1.104, 2.618, -1.607], [-1.493, 4.265, -1.816], [0.195, 3.847, -1.489], [0.868, -2.125, -1.941], [4.097, -1.048, -2.054], [-4.503, -3.501, 0.807], [3.851, 0.560, -1.254], [-0.376, -3.233, -2.887], [-1.969, 5.565, 0.839], [-3.113, 2.834, 2.823], [0.676, 1.197, -1.821], [-0.950, 2.154, 2.550], [-3.130, 0.890, 2.433], [-0.474, 3.476, 0.866], [-4.828, -3.338, -0.938]],
  "atomic_forces_ev_per_a": [[-1.0582, 2.0737, -4.0929], [0.5609, 0.5417, 0.1579], [-0.5516, 2.7216, 0.4870], [-0.4561, -2.3972, -0.6516], [-0.2775, 0.2722, 1.5929], [3.8290, 1.9431, 5.3950], [0.7374, -0.1154, 0.4724], [-0.1889, 0.8964, 0.7626], [0.2528, 0.5201, 0.9921], [-0.3722, 0.4230, -0.1850], [-3.3283, -3.5339, 2.1374], [1.9318, 4.2210, 2.5706], [3.9694, -2.3115, 0.8205], [-5.5786, -2.0901, -3.7719], [2.5351, 2.2599, -2.8583], [-4.6495, 4.7349, 0.4490], [4.4882, -1.2876, 2.5446], [-1.3734, 0.6845, -0.4191], [-0.7590, -0.2372, -1.1849], [-0.9398, -3.1626, -0.7012], [-1.0991, -0.3154, -3.9386], [1.1482, -1.7013, 0.1990], [-0.2608, -0.3568, -0.0914], [2.9137, 3.5374, 1.6571], [1.0944, -3.3184, -0.3318], [-0.4037, 0.4203, -0.0386], [-0.2592, -0.4383, 0.2495], [0.4802, 0.1310, -0.4078], [0.4511, -0.4137, 0.2696], [-0.4576, 0.2972, 0.0731], [0.0526, -0.0426, 0.4740], [0.2442, 0.3765, -0.1772], [-0.1480, 0.0518, -0.0830], [-0.3324, -0.4763, -0.0205], [-0.0725, 0.4892, 0.2505], [-0.8817, 0.3963, -0.3333], [0.0317, -0.0193, -0.4553], [0.4841, -0.8135, -0.0888], [-0.4759, 0.0316, -0.4396], [0.2172, -0.1579, 0.1970], [0.1816, 0.1899, -0.2284], [-0.0624, 0.0070, 0.2474], [-0.0885, -0.3116, -0.4248], [0.3338, 0.0137, -0.0060], [-0.7384, -0.2484, -0.3496], [0.1288, -0.2611, 0.4012], [-0.0358, -0.6359, -0.4054], [-0.0377, -0.2297, 0.0039], [-0.7909, 0.0166, 0.1019], [0.1899, 0.1275, -0.4738], [0.2309, -0.4835, -0.6025], [-0.7381, -0.8799, -0.5953], [0.1373, -0.7017, 0.0961], [-0.2085, -0.4372, 0.7544]],
  "lowdin_spin": [1.78, 0.00, 0.00, 0.03, 0.12, 0.03, 0.00, 0.00, 0.01, 0.00, 0.00, 0.00, 0.00, 0.00, 0.00, 0.00, 0.00, 0.00, 0.00, 0.01, 0.00, 0.00, 0.00, 0.00, 0.00, 0.00, 0.00, 0.00, 0.00, 0.00, 0.00, 0.00, 0.00, 0.00, 0.00, 0.00, 0.00, 0.00, 0.00, 0.00, 0.00, 0.00, 0.00, 0.00, 0.00, 0.00, 0.00, 0.00, 0.00, 0.00, 0.00, 0.00, 0.00, 0.00]
}



No. 4
{
  "formula": "C9H29NO7Y2",
  "method": "the ωB97M-V functional and the def2-TZVPD basis",
  "multiplicity": 2,
  "relative_energy_kcal_mol": 1.24,
  "mol_weight_g_mol": 441.1,
  "charge": 3,
  "lumo_ev": [-11.27, -11.34],
  "orbital_gap_ha": [0.1734, 0.1709],
  "elements": ["Y", "Y", "O", "O", "O", "O", "O", "O", "O", "N", "C", "C", "C", "C", "C", "C", "C", "C", "C", "H", "H", "H", "H", "H", "H", "H", "H", "H", "H", "H", "H", "H", "H", "H", "H", "H", "H", "H", "H", "H", "H", "H", "H", "H", "H", "H", "H", "H"],
  "xyz": [[-4.825, 2.207, 1.014], [-1.562, 3.460, 2.574], [-0.621, 1.415, 3.468], [-4.640, -0.151, 0.582], [-2.422, -0.463, 3.445], [-0.076, 0.923, -1.471], [-0.363, 2.717, 0.700], [-2.712, 1.682, 1.540], [-3.583, 4.185, 1.680], [0.935, 0.145, -0.983], [3.330, -0.909, -1.245], [1.877, -0.714, -3.217], [-0.315, -2.221, -1.379], [1.607, -1.896, 0.285], [0.412, -1.146, -0.413], [2.184, 0.014, -1.879], [2.871, 1.478, -2.061], [-0.538, -0.794, 0.677], [2.789, -2.259, -0.638], [3.178, 1.711, -3.081], [-0.411, -1.843, -2.397], [-0.011, -0.185, 1.411], [3.721, -0.476, -0.324], [0.136, -3.213, -1.406], [-1.329, -0.168, 0.265], [-0.869, -1.616, 1.312], [-1.344, -2.381, -1.055], [2.206, 2.264, -1.704], [-5.292, -0.849, 0.521], [2.722, -0.621, -3.899], [1.950, -1.230, 1.076], [4.130, -1.219, -1.917], [-2.910, -1.196, 3.069], [3.485, -2.828, -0.022], [-0.320, 1.773, 0.549], [-2.911, -0.227, 4.232], [-0.500, 0.279, -2.043], [1.650, -1.768, -3.061], [0.097, 3.100, -0.048], [-3.820, -0.605, 0.775], [-1.233, 0.684, 3.555], [1.243, -2.743, 0.866], [2.346, -2.912, -1.391], [-3.211, 5.063, 1.469], [3.831, 1.559, -1.550], [1.035, -0.242, -3.724], [-2.030, 1.036, 1.810], [0.114, 1.181, 4.035]],
  "atomic_forces_ev_per_a": [[1.5318, 0.2655, 0.2110], [-1.5455, -2.2664, -2.4582], [0.0012, 2.1420, -0.1945], [-0.2895, 0.7767, 0.2510], [0.0186, 0.3789, 0.0689], [-0.9211, 0.1422, -0.9674], [-0.3633, 1.4504, 1.4546], [0.7984, 1.3818, 1.4766], [2.2612, -0.5622, 0.8932], [3.4932, -2.1957, 2.2002], [-1.5916, -1.3673, 1.9841], [-0.3567, 1.0154, 0.1872], [-0.2017, 1.4406, 0.1796], [0.0872, 0.8400, -0.0524], [1.3054, -2.0818, -0.5675], [1.6207, -0.0049, -0.6293], [-0.6333, -1.2262, -0.0541], [-0.2815, 0.9802, 1.0884], [-1.9337, 0.9536, -0.0088], [-0.5972, -0.2294, -0.2595], [0.1555, -0.1499, -0.1290], [0.3643, 0.4355, 0.0930], [0.4387, 0.7081, -0.3896], [0.3461, 0.3153, 0.0281], [-0.6198, -0.2836, 0.0358], [-0.3600, -0.3572, -0.6112], [-0.0802, 0.0280, 0.1915], [-0.0070, 0.0129, -0.0766], [-0.6382, -0.3771, -0.2433], [0.0286, -0.0715, 0.1382], [0.3403, 0.3700, 0.0342], [-0.1248, 0.8922, -0.3524], [0.1445, -0.5148, -0.0625], [0.3921, 0.2115, -0.4367], [0.1683, -1.1234, -0.5216], [-0.3699, -0.1583, 0.5283], [-0.9377, 0.4685, -1.0486], [0.1348, 0.1366, -0.0628], [0.4188, 0.2946, -0.5991], [0.6096, -0.0268, -0.0992], [-0.8463, -1.3998, -0.1231], [-0.3184, -0.3279, -0.4476], [0.5083, -0.2256, -0.2153], [-1.4011, 0.0095, -0.4402], [-0.2606, -0.2715, 0.5416], [-0.1640, -0.0248, -0.1772], [-1.1073, -0.4729, -0.6608], [0.7830, 0.0688, 0.3033]],
  "lowdin_spin": [0.80, 0.04, 0.00, 0.04, 0.01, 0.00, 0.00, 0.05, 0.04, 0.00, 0.00, 0.00, 0.00, 0.00, 0.00, 0.00, 0.00, 0.00, 0.00, 0.00, 0.00, 0.00, 0.00, 0.00, 0.00, 0.00, 0.00, 0.00, 0.00, 0.00, 0.00, 0.00, 0.00, 0.00, 0.00, 0.00, 0.00, 0.00, 0.00, 0.00, 0.00, 0.00, 0.00, 0.00, 0.00, 0.00, 0.00, 0.00]
}